DFT (wB97M-V/def2-TZVPD) results for 2 unconnected molecules or ions with the total composition C5H14N4O.

Each line ends with the Mulliken charge.
Geometry (Å):
C: -0.90672 -0.68322 -1.47403  -1.64
C: 0.25565 -0.21328 -0.63287  0.86
O: 1.21221 0.35472 -1.17161  -0.72
C: 0.43063 -0.87311 0.72869  0.84
C: -0.87099 -1.06553 1.50479  -1.60
C: 1.15094 -2.21537 0.52364  -1.56
H: -0.84243 -0.25817 -2.47212  0.45
H: -1.85254 -0.38710 -1.01907  0.37
H: -0.90233 -1.76864 -1.55122  0.36
H: 1.10012 -0.23645 1.31177  0.33
H: -1.37408 -0.11446 1.66818  0.30
H: -0.64821 -1.49013 2.48344  0.45
H: -1.54967 -1.74656 0.99232  0.33
H: 1.43146 -2.63600 1.48860  0.43
H: 0.50496 -2.93270 0.01622  0.32
H: 2.05311 -2.08393 -0.07171  0.40
H: 1.83712 1.75878 -0.09921  0.32
N: 1.61824 2.22889 0.83509  -0.44
N: 0.45682 2.42124 1.06941  -0.07
N: -0.59408 2.07526 0.04834  0.21
N: -0.51209 2.71733 -1.21697  -0.74
H: -1.50174 2.26025 0.46530  0.21
H: 0.47073 2.75914 -1.51135  0.33
H: -0.96710 2.12904 -1.91562  0.28

Output
ΔE to the lowest compared entry with this formula, charge and spin = 89.3 kcal per mole
structure (SMILES) = CC(=O)C(C)C.[H]/N=N\NN
total energy = -13416.7156 eV
Kohn-Sham gap = 9.19 eV